Entry 1:
DFT (ωB97M-V with the def2-TZVPD basis set) results for C2H7N5 as an isolated structure at a distorted geometry.

Values from the calculation:
LUMO level: 0.54 eV
orbital gap: 0.3642 Eh
ΔE to the lowest compared entry with this formula, charge and spin: 8.230 eV
E: -353.8889 hartree

Geometry (Å):
C1 -0.307 0.988 0.400
C2 -1.032 -0.373 0.778
H1 1.946 -1.088 1.003
H2 0.945 -0.518 -0.644
H3 1.554 2.018 0.646
H4 -2.022 1.296 -0.222
H5 -1.414 -0.317 1.819
H6 -0.300 -1.923 -1.947
H7 0.213 -0.254 -1.359
N1 1.709 -0.138 0.186
N2 1.058 1.246 0.953
N3 -1.037 1.854 -0.319
N4 -1.120 -1.426 -0.097
N5 -0.194 -1.364 -1.197

Atom charges from the natural (NBO) analysis, given in e for atoms 1 to 5: C 0.33; C -0.06; H 0.38; H 0.32; H 0.38



Entry 2:
DFT (ωB97M-V with the def2-TZVPD basis set) results for a 2-piece molecular cluster, CH4S3 overall at a distorted geometry.

Values from the calculation:
LUMO level (alpha / beta): -0.60 / -0.59 eV
orbital gap (alpha / beta): 0.2636 / 0.3232 Eh
ΔE to the lowest compared entry with this formula, charge and spin: 4.650 eV
E: -1234.8820 hartree

Geometry (Å):
C1 0.172 0.072 0.006
S1 0.506 0.553 1.630
S2 1.442 -0.276 -1.235
S3 -1.181 1.109 -0.665
H1 -1.215 -1.684 0.316
H2 1.716 0.300 1.755
H3 0.639 -0.817 -2.032
H4 -2.079 0.741 0.225

Atom charges from the natural (NBO) analysis, given in e for atoms 1 to 5: C -0.58; S 0.13; S 0.08; S 0.02; H -0.01



Entry 3:
DFT (ωB97M-V with the def2-TZVPD basis set) results for C25H29ClN2O5PdSi as an isolated structure.

Values from the calculation:
LUMO level (alpha / beta): -6.05 / -8.39 eV
orbital gap (alpha / beta): 0.2951 / 0.2198 Eh
charge: +2
multiplicity: 5
ΔE to the lowest compared entry with this formula, charge and spin: 0.000 eV
E: -2332.7542 hartree

Geometry (Å):
Pd1 0.113 0.807 -1.616
Cl1 5.818 -3.990 -2.267
C1 4.367 -3.179 -1.988
C2 3.335 -3.805 -1.256
C3 2.171 -3.141 -1.030
C4 1.962 -1.792 -1.512
O1 0.884 -1.222 -1.243
C5 3.038 -1.178 -2.285
C6 2.946 0.159 -2.885
O2 2.014 0.937 -2.783
C7 4.196 -1.874 -2.503
H1 3.491 -4.809 -0.884
H2 1.359 -3.586 -0.468
H3 3.816 0.464 -3.483
H4 5.000 -1.433 -3.079
C8 -3.197 3.634 -4.616
O3 -2.110 3.684 -3.670
C9 -1.560 2.597 -3.197
O4 -0.630 2.693 -2.400
N1 -2.041 1.391 -3.620
N2 -1.466 0.215 -3.110
H5 -3.442 4.669 -4.823
H6 -4.064 3.140 -4.175
H7 -2.879 3.147 -5.538
H8 -2.829 1.310 -4.240
H9 -1.191 -0.396 -3.872
H10 -2.127 -0.262 -2.500
C10 -1.277 1.061 4.096
C11 -1.817 1.492 2.767
C12 -1.409 2.866 2.311
C13 -3.235 1.092 2.464
Si1 -0.787 0.241 1.236
O5 -1.404 0.759 -0.133
C14 -1.196 -1.503 1.685
C15 -1.955 -2.223 0.756
C16 -2.247 -3.562 0.960
C17 -1.792 -4.203 2.104
C18 -1.048 -3.502 3.045
C19 -0.756 -2.163 2.838
C20 0.994 0.727 1.372
C21 1.975 -0.034 2.011
C22 3.316 0.309 1.902
C23 3.702 1.405 1.139
C24 2.745 2.175 0.492
C25 1.401 1.843 0.620
H11 -1.717 1.735 4.844
H12 -0.195 1.174 4.171
H13 -1.576 0.050 4.365
H14 -2.007 3.574 2.900
H15 -1.638 3.044 1.261
H16 -0.360 3.077 2.510
H17 -3.874 1.717 3.103
H18 -3.439 0.051 2.713
H19 -3.510 1.288 1.429
H20 -2.326 -1.720 -0.129
H21 -2.840 -4.106 0.236
H22 -2.028 -5.245 2.271
H23 -0.704 -3.996 3.943
H24 -0.184 -1.637 3.593
H25 1.702 -0.915 2.578
H26 4.065 -0.281 2.414
H27 4.749 1.669 1.065
H28 3.039 3.042 -0.084
H29 0.658 2.516 0.191

Atom charges from the natural (NBO) analysis, given in e for atoms 1 to 5: Pd 1.33; Cl 0.18; C 0.02; C -0.20; C -0.19



Entry 4:
DFT (ωB97M-V with the def2-TZVPD basis set) results for C31H25NPRuS4Se2 as an isolated structure at a distorted geometry.

Values from the calculation:
LUMO level (alpha / beta): 0.08 / -0.66 eV
orbital gap (alpha / beta): 0.2304 / 0.2329 Eh
multiplicity: 2
ΔE to the lowest compared entry with this formula, charge and spin: 0.883 eV
E: -8083.0071 hartree

Geometry (Å):
Ru1 0.079 -0.933 -0.054
S1 -0.901 -2.629 3.024
C1 -1.389 -1.056 3.611
C2 -2.241 -1.049 4.730
C3 -2.610 0.112 5.380
C4 -2.163 1.341 4.914
C5 -1.369 1.373 3.783
C6 -0.969 0.202 3.131
S2 0.008 0.580 1.675
C7 1.692 0.472 2.345
C8 2.428 -0.732 1.833
C9 3.815 -0.799 1.874
C10 4.450 -1.891 1.316
C11 3.691 -2.900 0.743
C12 2.316 -2.772 0.757
C13 1.369 -3.726 0.116
S3 0.502 -2.883 -1.279
C14 -0.952 -3.904 -1.134
C15 -1.039 -5.085 -1.858
C16 -2.139 -5.912 -1.696
C17 -3.146 -5.547 -0.809
C18 -3.063 -4.365 -0.094
C19 -1.962 -3.516 -0.248
S4 -1.919 -1.995 0.622
N1 1.697 -1.704 1.285
H1 -2.595 -2.008 5.083
H2 -3.257 0.055 6.247
H3 -2.444 2.262 5.407
H4 -1.046 2.324 3.377
H5 1.601 0.446 3.431
H6 2.223 1.385 2.072
H7 4.380 0.016 2.306
H8 5.531 -1.945 1.303
H9 4.155 -3.759 0.278
H10 0.584 -3.946 0.841
H11 1.830 -4.646 -0.236
H12 -0.243 -5.351 -2.544
H13 -2.212 -6.835 -2.257
H14 -4.011 -6.186 -0.682
H15 -3.850 -4.078 0.591
Se1 1.857 0.130 -1.395
P1 0.248 1.466 -1.965
Se2 -1.540 0.466 -1.248
C20 0.503 2.964 -0.913
C21 1.790 3.501 -0.832
C22 2.036 4.630 -0.070
C23 0.999 5.232 0.635
C24 -0.277 4.699 0.568
C25 -0.525 3.570 -0.206
C26 -0.180 2.261 -3.545
C27 -1.200 3.203 -3.605
C28 -1.524 3.790 -4.815
C29 -0.830 3.447 -5.971
C30 0.189 2.510 -5.915
C31 0.513 1.916 -4.703
H16 2.606 3.022 -1.359
H17 3.039 5.036 -0.018
H18 1.189 6.113 1.236
H19 -1.087 5.160 1.119
H20 -1.520 3.142 -0.239
H21 -1.743 3.477 -2.709
H22 -2.320 4.521 -4.858
H23 -1.088 3.912 -6.914
H24 0.731 2.239 -6.812
H25 1.305 1.177 -4.657

Atom charges from the natural (NBO) analysis, given in e for atoms 1 to 5: Ru -0.28; S -0.10; C -0.21; C -0.21; C -0.20